Computed, not measured: a 2-piece molecular cluster, C3H12NS overall, with ωB97M-V/def2-TZVPD.

Summary:
- net charge = +1
- HOMO-LUMO gap (eV) = 9.4750
- highest occupied orbital energy (eV) = -12.9

Each line ends with the natural charge from an NBO analysis.
Positions of all 17 atoms, in Å:
C  1.61313  1.93732  1.00795  -0.437
N  1.80331  1.01089  -0.14305  -0.713
H  1.98237  1.46948  1.89847  0.240
H  0.57282  2.26246  1.10134  0.240
H  2.04278  2.91100  0.77829  0.245
H  2.47199  0.29335  0.13129  0.433
H  0.94469  0.44845  -0.42578  0.431
H  2.16943  1.45507  -0.98400  0.439
C  -0.84882  -2.26794  -1.14388  -0.710
S  -0.89742  -0.45708  -0.94787  0.171
C  -2.10749  -0.36386  0.37772  -0.750
H  -0.32421  -2.49660  -2.03561  0.239
H  -0.36694  -2.70821  -0.27874  0.221
H  -1.87167  -2.61109  -1.21407  0.238
H  -3.03840  -0.87698  0.13897  0.246
H  -2.45951  0.66232  0.41095  0.242
H  -1.68604  -0.66861  1.32804  0.225